1.
# C7H12NOS

A gas-phase ion, C7H12NOS (charge +1) at a distorted geometry (ωB97M-V/def2-TZVPD, the Open Molecules 2025 dataset).

The total charge is +1. The gap between HOMO and LUMO is 10.28 eV. The total energy is -801.8153 Eh. The energy relative to the best compared isomer or geometry (same formula, charge and spin) comes out at 22.91 kcal/mol. As for the molecular weight: 158.25 g/mol. Its LUMO energy is -3.491 eV.

Cartesian coordinates (Å):
S -0.71 2.57 0.60
O 0.81 0.50 1.49
N -0.91 -0.11 0.19
C -0.25 0.83 0.81
C 0.95 -0.91 1.32
C -0.19 -1.29 0.39
C -1.39 0.05 -1.15
C 0.14 -1.79 -1.09
C -0.26 -0.65 -2.00
C 0.67 3.26 1.52
H -0.89 -2.02 0.68
H 0.37 0.19 -2.15
H 0.64 4.36 1.49
H 1.68 2.94 1.37
H -0.72 -0.95 -2.92
H 1.18 -1.96 -1.07
H 0.49 2.91 2.52
H -1.42 1.06 -1.39
H -2.27 -0.57 -1.32
H -0.40 -2.64 -1.17
H 0.97 -1.26 2.25
H 1.91 -1.19 0.89

Löwdin population analysis, charges in e, atoms 1 to 8: 1.05, 0.06, -0.04, -0.51, 0.00, -0.19, -0.10, -0.06


2.
# C4H10N2O

C4H10N2O in the gas phase at a distorted geometry (ωB97M-V/def2-TZVPD, the Open Molecules 2025 dataset).

The gap between HOMO and LUMO is 10.48 eV. The total energy is -343.1555 Eh. The energy relative to the best compared isomer or geometry (same formula, charge and spin) comes out at 28.87 kcal/mol. As for the molecular weight: 102.14 g/mol. Its LUMO energy is 0.851 eV.

Cartesian coordinates (Å):
O 3.59 0.33 1.07
N -2.55 -1.13 0.36
N 1.54 0.29 0.12
C 2.84 0.73 0.22
C -1.18 -0.68 0.54
C -0.66 -0.13 -0.81
C 0.48 0.86 -0.67
H -1.07 0.10 1.31
H 0.13 1.80 -0.26
H -0.54 -1.52 0.79
H 2.99 1.46 -0.59
H 0.88 1.08 -1.65
H -2.86 -1.69 1.15
H -1.52 0.32 -1.30
H -0.30 -0.98 -1.38
H -3.15 -0.31 0.43
H 1.37 -0.53 0.68

Löwdin population analysis, charges in e, atoms 1 to 8: 0.03, -0.02, 0.01, -0.37, -0.30, -0.19, -0.23, 0.11


What is the formula in the first record? C7H12NOS


The highest energy relative to the best compared isomer or geometry (same formula, charge and spin) belongs to which entry? C4H10N2O


Copy entry 2 word for word.
# C4H10N2O

C4H10N2O in the gas phase at a distorted geometry (ωB97M-V/def2-TZVPD, the Open Molecules 2025 dataset).

The gap between HOMO and LUMO is 10.48 eV. The total energy is -343.1555 Eh. The energy relative to the best compared isomer or geometry (same formula, charge and spin) comes out at 28.87 kcal/mol. As for the molecular weight: 102.14 g/mol. Its LUMO energy is 0.851 eV.

Cartesian coordinates (Å):
O 3.59 0.33 1.07
N -2.55 -1.13 0.36
N 1.54 0.29 0.12
C 2.84 0.73 0.22
C -1.18 -0.68 0.54
C -0.66 -0.13 -0.81
C 0.48 0.86 -0.67
H -1.07 0.10 1.31
H 0.13 1.80 -0.26
H -0.54 -1.52 0.79
H 2.99 1.46 -0.59
H 0.88 1.08 -1.65
H -2.86 -1.69 1.15
H -1.52 0.32 -1.30
H -0.30 -0.98 -1.38
H -3.15 -0.31 0.43
H 1.37 -0.53 0.68

Löwdin population analysis, charges in e, atoms 1 to 8: 0.03, -0.02, 0.01, -0.37, -0.30, -0.19, -0.23, 0.11